C43H49BBiN8OS | ωB97M-V/def2-TZVPD

Geometry as XYZ:
```
104
C43H49BBiN8OS, DFT ωB97M-V/def2-TZVPD
Bi 1.011 -0.583 -0.477
C 2.006 4.494 1.889
C 1.368 3.570 0.911
C 0.447 3.856 -0.088
C 0.191 2.651 -0.732
N 0.915 1.686 -0.146
N 1.634 2.252 0.863
B 2.543 1.380 1.752
N 3.594 0.686 0.867
N 3.161 -0.038 -0.196
C 4.232 -0.474 -0.883
C 5.377 -0.032 -0.233
C 4.937 0.709 0.861
C 5.738 1.452 1.874
C 4.032 -1.235 -2.122
C 3.074 -0.794 -3.039
C 2.817 -1.527 -4.191
C 3.530 -2.692 -4.437
C 4.506 -3.114 -3.542
C 4.759 -2.391 -2.387
N 1.646 0.288 2.431
N 0.701 -0.437 1.746
C -0.071 -1.078 2.658
C 0.433 -0.791 3.924
C 1.499 0.077 3.746
C 2.357 0.707 4.787
C -1.305 -1.855 2.416
C -1.661 -2.467 1.220
C -2.800 -3.247 1.101
C -3.622 -3.435 2.197
C -3.317 -2.808 3.399
C -2.183 -2.025 3.497
C -0.711 2.357 -1.855
C -0.325 1.497 -2.883
C -1.186 1.218 -3.934
C -2.435 1.819 -3.981
C -2.814 2.700 -2.976
C -1.964 2.964 -1.914
H 1.637 5.504 1.731
H 3.089 4.505 1.771
H 1.781 4.202 2.915
H 0.050 4.825 -0.338
H 3.069 2.031 2.591
H 6.398 -0.180 -0.542
H 6.797 1.276 1.705
H 5.493 1.133 2.887
H 5.555 2.524 1.805
H 2.617 0.182 -2.900
H 2.099 -1.166 -4.916
H 3.347 -3.256 -5.341
H 5.076 -4.010 -3.749
H 5.509 -2.731 -1.684
H 0.073 -1.153 4.870
H 2.101 0.302 5.762
H 2.212 1.787 4.816
H 3.413 0.516 4.600
H -0.722 -3.169 -0.318
H -3.015 -3.722 0.151
H -4.494 -4.072 2.115
H -3.955 -2.938 4.263
H -1.966 -1.539 4.437
H 0.691 1.116 -2.915
H -0.867 0.568 -4.739
H -3.094 1.631 -4.817
H -3.770 3.207 -3.037
H -2.261 3.651 -1.131
C -7.123 1.998 0.085
C -5.584 1.911 -0.066
N -5.111 0.563 0.239
C -5.554 0.174 1.575
C -7.099 0.077 1.631
N -7.621 0.599 0.321
C -7.186 -0.300 -0.803
C -5.640 -0.377 -0.746
H -7.621 2.376 -0.806
H -7.434 2.596 0.939
H -5.106 2.619 0.609
H -5.282 2.161 -1.082
H -5.194 0.913 2.290
H -5.106 -0.786 1.834
H -7.537 0.682 2.422
H -7.460 -0.945 1.732
H -8.640 0.614 0.355
H -7.557 0.141 -1.726
H -7.669 -1.264 -0.657
H -5.218 -0.145 -1.723
H -5.318 -1.382 -0.472
C 3.109 -2.764 1.854
S 2.473 -3.098 0.204
O -0.849 -2.302 0.111
C 1.264 -4.370 0.442
C 0.843 -4.815 1.687
C -0.129 -5.806 1.762
C -0.691 -6.334 0.610
C -0.268 -5.883 -0.635
C 0.717 -4.908 -0.726
H 2.330 -2.423 2.532
H 3.862 -1.986 1.730
H 3.589 -3.662 2.238
H 1.268 -4.418 2.599
H -0.441 -6.168 2.733
H -1.438 -7.112 0.678
H -0.678 -6.313 -1.540
H 1.088 -4.594 -1.697
```

Net charge: +3
DFT total energy: -76687.070 eV
Energy above the lowest of the compared OMol25 structures with the same formula, charge and spin: 0.0 kcal/mol
LUMO energy: -7.249 eV
HOMO level: -15.344 eV

C43H50BeClN4 | ωB97M-V/def2-TZVPD

Geometry as XYZ:
```
99
C43H50BeClN4, DFT ωB97M-V/def2-TZVPD
Be 0.105 -0.315 -0.022
C -1.347 2.551 -5.153
C 0.135 2.465 -4.793
C 0.434 1.359 -3.838
C 0.960 0.129 -4.112
C 1.444 -0.400 -5.426
C 2.938 -0.154 -5.642
C 1.024 -0.557 -2.856
N 0.524 0.188 -1.839
C 0.195 1.376 -2.426
C -0.160 2.506 -1.724
C -0.264 2.572 -0.358
C -0.618 3.771 0.348
C -0.787 5.119 -0.268
C 0.542 5.849 -0.468
C -0.764 3.403 1.653
C -0.526 1.991 1.695
C -0.806 1.213 2.812
C -0.681 -0.147 2.842
N -0.150 -0.902 1.827
C -0.038 -2.142 2.354
C 0.600 -3.205 1.747
C 1.160 -3.116 0.489
N 1.026 -2.066 -0.355
C 1.645 -2.480 -1.510
C 1.608 -1.810 -2.699
C 2.229 -3.798 -1.360
C 1.922 -4.201 -0.105
C 2.286 -5.472 0.593
C 3.395 -5.283 1.628
C 3.035 -4.501 -2.404
C 4.441 -3.919 -2.553
C -0.580 -2.213 3.697
C -0.977 -0.954 4.005
C -1.571 -0.452 5.281
C -0.511 0.058 6.258
C -0.671 -3.451 4.527
C -1.810 -4.367 4.081
N -0.185 1.490 0.479
C -1.141 4.249 2.826
C 0.030 4.512 3.774
H -1.530 3.348 -5.875
H -1.949 2.745 -4.266
H -1.696 1.611 -5.583
H 0.462 3.420 -4.371
H 0.729 2.326 -5.701
H 0.877 0.068 -6.235
H 1.234 -1.470 -5.497
H 3.156 0.915 -5.627
H 3.278 -0.559 -6.597
H 3.524 -0.614 -4.846
H -0.345 3.412 -2.286
H -1.453 5.722 0.354
H -1.307 5.020 -1.224
H 1.050 5.996 0.486
H 0.392 6.825 -0.931
H 1.210 5.268 -1.105
H -1.181 1.714 3.694
H 0.701 -4.129 2.296
H 2.056 -2.274 -3.565
H 2.604 -6.213 -0.145
H 1.399 -5.893 1.078
H 4.312 -4.943 1.147
H 3.610 -6.215 2.153
H 3.116 -4.530 2.364
H 2.516 -4.453 -3.366
H 3.106 -5.563 -2.154
H 4.396 -2.865 -2.826
H 5.009 -4.449 -3.318
H 4.986 -3.988 -1.611
H -2.147 -1.254 5.750
H -2.287 0.344 5.067
H 0.205 -0.731 6.493
H -0.960 0.403 7.190
H 0.049 0.884 5.821
H -0.811 -3.176 5.576
H 0.276 -3.997 4.485
H -2.770 -3.857 4.172
H -1.847 -5.277 4.682
H -1.692 -4.650 3.035
H -1.958 3.773 3.377
H -1.542 5.199 2.467
H 0.444 3.576 4.149
H -0.276 5.118 4.627
H 0.833 5.035 3.253
Cl -5.068 4.597 -0.798
C -4.277 3.033 -0.748
C -4.112 2.371 0.465
C -3.474 1.157 0.507
C -2.953 0.518 -0.658
C -2.243 -0.681 -0.589
C -3.176 1.231 -1.878
C -3.823 2.444 -1.921
H -4.470 2.827 1.379
H -3.340 0.669 1.469
H -1.935 -1.195 -1.488
H -2.220 -1.241 0.335
H -2.808 0.795 -2.801
H -3.964 2.956 -2.866
```

Net charge: -1
DFT total energy: -64292.478 eV
Energy above the lowest of the compared OMol25 structures with the same formula, charge and spin: 13.8 kcal/mol
LUMO energy (spin up / spin down): 1.936 / 1.937 eV
HOMO level (spin up / spin down): -2.372 / -2.371 eV